[1]
C23H24N5O2S3V | ωB97M-V/def2-TZVPD

Calculated values
**2S+1**: 2
**Total charge**: +1
**HOMO level (alpha / beta)**: -10.7695 / -10.7754 eV
**Kohn-Sham gap (alpha / beta)**: 6.2559 / 6.8588 eV
**Lowest unoccupied orbital energy (alpha / beta)**: -0.166 / -0.144 hartree

The geometry in XYZ format:
```
58
Properties=species:S:1:pos:R:3:forces:R:3
V -0.5103 -0.8550 -0.0844 -0.8 0.4 -0.4
S -0.7149 -1.9021 -2.1832 0.1 0.0 0.2
C 1.0123 -1.8371 -1.9440 0.0 0.2 0.1
C 2.0168 -2.3762 -2.7373 0.0 0.0 0.0
C 3.3222 -2.2275 -2.3145 0.0 0.0 0.0
C 3.6184 -1.5748 -1.1126 0.1 -0.1 -0.1
C 2.5898 -1.0675 -0.3653 -0.2 0.1 0.0
N 1.3164 -1.1774 -0.8022 0.3 -0.4 0.1
H 1.7623 -2.8926 -3.6512 0.0 0.0 0.0
H 4.1268 -2.6280 -2.9177 0.0 0.0 0.0
H 4.6375 -1.4656 -0.7732 0.0 0.0 0.0
H 2.7253 -0.5418 0.5717 0.0 0.0 0.0
N 0.2404 -6.5823 4.9328 0.0 0.0 0.0
C -0.2043 -5.4720 4.2938 0.0 0.0 0.0
C -0.8377 -4.4421 5.0103 0.0 0.0 0.0
C -1.2763 -3.3099 4.3670 0.0 -0.1 0.0
C -1.0843 -3.1872 2.9912 0.0 0.0 -0.1
C -0.4590 -4.1996 2.2579 0.0 0.0 0.1
C -0.0273 -5.3312 2.9031 0.0 0.0 0.0
S -1.5796 -1.7410 2.2096 0.2 0.0 0.3
O -1.8848 -2.0692 0.7758 0.1 0.1 -0.3
O -2.5835 -1.0749 2.9677 0.0 0.0 0.0
N -0.2986 -0.8193 1.8563 0.2 0.0 -0.1
C 0.4141 -0.0179 2.7362 -0.1 0.0 0.3
S -0.1354 0.4101 4.3183 0.0 -0.1 0.0
C 1.2953 1.3333 4.5295 -0.1 0.0 0.0
C 2.0427 1.2870 3.4044 0.1 0.0 0.0
N 1.5453 0.5096 2.3873 0.1 0.0 -0.2
H 0.0215 -6.7345 5.9002 0.0 0.0 0.0
H 0.5897 -7.3646 4.4104 0.0 0.0 0.0
H -0.9890 -4.5495 6.0767 0.0 0.0 0.0
H -1.7809 -2.5264 4.9157 0.0 0.0 0.0
H -0.3392 -4.1051 1.1863 0.0 0.0 0.0
H 0.4418 -6.1292 2.3419 0.0 0.0 0.0
H 1.4897 1.8590 5.4488 0.0 0.0 0.0
H 2.9853 1.7944 3.2653 0.0 0.0 0.0
C 1.4790 3.9372 -2.4548 0.0 0.0 0.0
N 1.4837 2.5410 -2.0572 0.0 0.0 0.0
C 0.9845 1.6829 -3.1131 0.0 0.0 0.0
C 0.9351 2.2526 -0.7445 -0.1 0.0 0.0
C -0.5794 2.1358 -0.6506 0.1 0.0 0.1
C -1.3807 3.2441 -0.9087 -0.1 0.0 0.0
C -2.7664 3.1687 -0.8518 0.1 0.0 0.0
C -3.3953 1.9881 -0.4807 0.0 0.1 0.1
C -2.6237 0.8856 -0.1639 0.0 -0.2 -0.2
C -1.2294 0.9476 -0.2981 0.0 -0.1 0.0
H 2.1770 4.0729 -3.2819 0.0 0.0 0.0
H 1.8114 4.5615 -1.6255 0.0 0.0 0.0
H 0.4965 4.2958 -2.7966 0.0 0.0 0.0
H 1.5808 1.8366 -4.0127 0.0 0.0 0.0
H -0.0694 1.8737 -3.3678 0.0 0.0 0.0
H 1.0759 0.6379 -2.8203 0.0 0.0 0.0
H 1.2611 3.0422 -0.0643 0.0 0.0 0.0
H 1.3825 1.3309 -0.3707 0.0 0.0 0.0
H -0.9096 4.1871 -1.1521 0.0 0.0 0.0
H -3.3587 4.0455 -1.0781 0.0 0.0 0.0
H -4.4725 1.9336 -0.4058 0.0 0.0 0.0
H -3.1206 -0.0221 0.1591 0.0 0.0 0.0
```
Forces are in eV/Å.

These are the Mulliken partial charges, in e, on atoms 1 to 4: V -0.146; S -0.408; C 0.316; C -0.564



[2]
CH2NOP | ωB97M-V/def2-TZVPD

Calculated values
**HOMO level**: -9.7874 eV
**Kohn-Sham gap**: 10.2084 eV
**Lowest unoccupied orbital energy**: 0.015 hartree
**SMILES string**: O=C=NP

The geometry in XYZ format:
```
6
Properties=species:S:1:pos:R:3:forces:R:3
C 1.4631 -0.0130 -0.2494 2.4 2.6 0.7
N 0.2957 0.1535 -0.4679 -0.6 -1.2 -0.3
O 2.5979 0.2526 -0.0159 -1.4 -1.6 -0.5
P -1.1815 -0.6592 -0.1305 0.2 0.9 2.4
H -1.2605 -0.1920 1.4125 0.0 -0.8 -2.4
H -1.9147 0.4581 -0.5488 -0.4 0.0 0.0
```
Forces are in eV/Å.

These are the Mulliken partial charges, in e, on atoms 1 to 4: C 0.554; N -0.233; O -0.429; P -0.047



[3]
C7H23NO4 | ωB97M-V/def2-TZVPD

Calculated values
**HOMO level**: -9.1641 eV
**Kohn-Sham gap**: 9.2023 eV
**Lowest unoccupied orbital energy**: 0.001 hartree
**SMILES string**: C=C(CC)C[C@@H](C)N.O.O.O.O

The geometry in XYZ format:
```
35
Properties=species:S:1:pos:R:3:forces:R:3
C -0.5422 0.7944 3.0494 1.2 -1.5 -0.3
C -1.2650 0.5604 1.7376 -1.7 0.7 0.9
C -0.3239 0.4778 0.5452 -0.3 -0.4 0.3
C -1.0978 0.3555 -0.7697 1.5 0.6 -0.1
C -1.1531 1.4815 -1.4797 -0.1 0.8 -0.3
C -1.5090 -0.9679 -1.3991 1.1 -0.7 0.8
C -0.9752 -2.2596 -0.6801 -2.2 1.1 0.2
N -2.3277 1.5980 1.6306 0.5 -1.7 0.6
H -1.2012 0.8036 3.9116 -0.1 0.6 -0.1
H 0.1110 -0.0764 3.2250 -0.1 0.0 0.0
H 0.1953 1.5890 2.9605 -0.4 0.7 0.4
H -1.8162 -0.3801 1.8778 0.2 -0.1 -0.4
H 0.3783 1.3226 0.5413 -0.5 0.2 -0.2
H 0.3495 -0.3382 0.7872 0.1 -0.5 -0.4
H -1.5881 1.6397 -2.4607 -0.2 -0.7 -0.1
H -0.7242 2.4199 -1.1351 0.0 -0.2 0.4
H -2.5872 -1.0921 -1.4634 0.0 0.4 -0.5
H -0.9948 -0.9209 -2.3575 -0.7 -0.2 -0.4
H -0.2934 -2.0043 0.1116 0.8 -0.4 -0.3
H -1.8368 -2.6439 -0.1231 0.1 -0.3 0.0
H -0.7265 -3.0246 -1.4074 0.6 0.1 0.1
H -2.9585 1.4032 0.8606 0.4 0.7 -0.1
H -1.8612 2.4799 1.6542 -0.3 0.9 -0.6
H 1.7609 3.3289 -0.7355 0.0 -0.3 0.1
H 0.8350 3.2311 0.4934 0.2 0.0 -0.1
O 1.2340 3.8528 -0.1211 -0.1 0.3 0.0
H 1.4418 0.9067 -1.4574 -0.2 -0.8 -0.1
H 3.0025 0.7542 -1.8018 -1.0 0.0 0.3
O 2.2732 1.3559 -1.5804 1.0 0.9 -0.1
H 1.6930 -3.1386 -0.0915 -0.6 -0.7 -0.3
H 0.7691 -4.3821 -0.4820 0.5 0.7 0.3
O 1.4228 -4.0416 0.1525 0.2 -0.1 0.1
H 3.5968 -2.0226 -0.6815 -0.3 -0.4 0.6
H 3.7101 -1.3525 -1.9355 -0.4 0.1 -0.6
O 3.0088 -1.7096 -1.3758 0.8 0.2 0.0
```
Forces are in eV/Å.

These are the Mulliken partial charges, in e, on atoms 1 to 4: C -1.508; C 0.476; C -0.529; C 0.275



[4]
C31H30N5O5PPtS2 | ωB97M-V/def2-TZVPD

Calculated values
**2S+1**: 5
**HOMO level (alpha / beta)**: -7.2735 / -8.2921 eV
**Kohn-Sham gap (alpha / beta)**: 6.6395 / 5.6970 eV
**Lowest unoccupied orbital energy (alpha / beta)**: -0.023 / -0.095 hartree

The geometry in XYZ format:
```
75
Properties=species:S:1:pos:R:3:forces:R:3
Pt 0.5040 -0.4624 -0.4225 -0.9 -0.4 -0.4
N -1.0405 -0.6016 -2.1401 0.3 0.2 0.1
C -1.9539 -1.7352 -1.9916 -0.1 -0.1 0.2
C -1.5730 -2.7137 -0.8896 -0.3 -0.1 -0.2
O -2.2593 -3.6930 -0.6773 0.1 0.1 0.0
N -0.4057 -2.4159 -0.2332 0.4 0.2 0.7
C -0.0390 -3.1912 0.8449 -0.3 -0.3 -0.4
C 0.0606 -2.0966 2.2007 0.1 0.1 0.2
O -0.5963 -2.5019 3.1198 0.1 0.0 -0.2
O 0.8136 -1.1649 1.9132 0.1 0.0 0.1
H -1.5679 0.2758 -2.0363 0.0 0.0 0.0
H -0.5797 -0.5939 -3.0416 0.0 0.0 0.0
H -2.0381 -2.3076 -2.9154 0.0 0.0 0.0
H -2.9533 -1.3741 -1.7408 0.0 0.1 0.0
H 1.0076 -3.5032 0.8466 0.1 0.1 0.1
H -0.7304 -3.9939 1.0818 0.0 0.0 0.0
C 1.8333 1.2419 -0.1703 0.3 0.6 0.0
C 1.4764 1.4118 -1.5370 0.0 0.0 0.2
C 0.3680 2.2387 -1.9141 0.0 0.1 0.1
C 0.0765 2.4892 -3.2258 0.0 0.0 -0.2
C 0.8764 1.9409 -4.2457 0.0 -0.1 0.4
C 1.9972 1.1519 -3.9074 0.0 0.0 0.0
C 2.2929 0.8941 -2.5999 0.1 -0.1 -0.1
C 0.5678 2.1642 -5.6155 -0.1 0.1 -0.3
N 0.3208 2.3197 -6.7292 0.0 0.0 0.0
H 1.3717 1.8933 0.5619 0.0 -0.1 0.0
H 2.8566 0.9621 0.0474 0.0 -0.2 0.0
H -0.2430 2.6571 -1.1263 0.0 0.0 0.0
H -0.7694 3.1098 -3.4906 0.0 0.0 0.1
H 2.6243 0.7645 -4.6995 0.0 0.0 0.0
H 3.1618 0.3021 -2.3448 0.0 0.0 0.0
O 8.3188 -2.0701 1.9681 0.1 0.0 -0.1
C 7.5969 -3.2538 2.1792 -0.2 0.0 0.0
N 6.5163 -3.4397 1.2290 0.1 -0.1 0.1
C 5.3669 -2.7251 1.3853 0.1 -0.1 -0.1
O 5.1796 -1.9876 2.3338 0.0 0.0 0.0
C 4.3421 -2.8892 0.3025 -0.1 0.0 0.0
C 4.2417 -3.9997 -0.5262 0.0 0.1 0.1
C 3.2652 -4.0083 -1.5101 0.0 0.0 -0.1
C 2.4364 -2.9085 -1.6377 0.0 0.0 -0.1
N 2.5066 -1.8512 -0.8264 0.1 -0.1 0.0
C 3.4262 -1.8566 0.1339 0.0 0.0 0.1
H 7.7642 -1.3279 2.2330 -0.1 0.0 0.1
H 7.1535 -3.2769 3.1743 0.0 0.0 0.0
H 8.2951 -4.0790 2.0654 0.0 0.0 0.0
H 6.7542 -3.7900 0.3167 0.0 0.0 0.0
H 4.8902 -4.8564 -0.3937 0.0 0.0 0.0
H 3.1475 -4.8563 -2.1700 0.0 0.0 0.0
H 1.6802 -2.8707 -2.4127 0.0 0.0 0.0
H 3.4446 -1.0226 0.8242 0.0 0.0 0.0
S -3.1169 1.8868 -1.6294 -0.1 0.0 0.0
P -2.9525 1.7611 0.3444 0.0 -0.1 -0.2
S -1.3295 0.7495 1.0462 0.2 0.0 0.0
C -2.9107 3.4401 1.0727 0.0 -0.2 -0.1
C -3.5363 3.7314 2.2811 0.1 0.0 -0.1
C -3.4625 5.0138 2.8058 0.0 0.0 0.1
C -2.7584 6.0041 2.1388 0.0 0.0 0.0
C -2.1346 5.7160 0.9331 0.0 0.0 0.0
C -2.2186 4.4408 0.3983 0.0 0.1 0.0
C -4.4243 1.0074 1.1079 0.2 0.1 -0.1
C -4.3322 0.3845 2.3497 0.0 0.0 0.0
C -5.4808 -0.0824 2.9705 0.0 0.0 0.0
C -6.7146 0.0677 2.3526 0.0 0.0 0.0
C -6.8007 0.6621 1.1022 0.0 0.0 0.0
C -5.6560 1.1347 0.4769 -0.1 0.0 0.0
H -4.0802 2.9635 2.8127 0.0 0.0 0.0
H -3.9612 5.2383 3.7402 0.0 0.0 0.0
H -2.7003 7.0022 2.5539 0.0 0.0 0.0
H -1.5876 6.4866 0.4047 0.0 0.0 0.0
H -1.7706 4.2235 -0.5630 0.0 0.0 0.0
H -3.3635 0.2605 2.8179 0.0 0.0 0.0
H -5.4106 -0.5670 3.9358 0.0 0.0 0.0
H -7.6128 -0.2801 2.8472 0.0 0.0 0.0
H -7.7596 0.7582 0.6093 0.0 0.0 0.0
H -5.7114 1.5987 -0.4999 0.0 0.0 0.0
```
Forces are in eV/Å.

These are the Mulliken partial charges, in e, on atoms 1 to 4: Pt 1.788; N -0.466; C -0.424; C 0.455



[5]
C26H26BBr2IrN9O4S2 | ωB97M-V/def2-TZVPD

Calculated values
**2S+1**: 6
**HOMO level (alpha / beta)**: -7.2739 / -9.0717 eV
**Kohn-Sham gap (alpha / beta)**: 7.1909 / 6.9539 eV
**Lowest unoccupied orbital energy (alpha / beta)**: -0.003 / -0.078 hartree

The geometry in XYZ format:
```
71
Properties=species:S:1:pos:R:3:forces:R:3
Ir 0.2020 -0.1292 -0.1620 -0.5 -0.2 -0.7
C 2.4295 -1.0510 -2.7994 0.0 0.0 0.0
C 1.7330 0.2470 -3.0267 0.0 0.0 0.1
C 1.7890 1.0881 -4.1422 0.0 0.0 0.0
C 0.9860 2.1638 -3.8348 0.0 0.0 0.0
N 0.4781 1.9769 -2.6036 -0.2 0.0 0.0
N 0.9301 0.7915 -2.1106 0.2 -0.1 0.0
B -0.4489 2.8247 -1.7025 0.2 0.0 0.0
N 0.3055 3.0873 -0.3609 0.0 0.0 0.0
C 0.7746 4.2599 0.1048 0.0 0.0 0.0
C 1.5780 4.0074 1.1928 0.0 0.0 0.0
C 1.5772 2.6126 1.3334 -0.1 0.0 0.0
C 2.3039 1.7851 2.3428 0.0 0.0 0.0
N 0.8044 2.0760 0.3889 0.1 0.0 0.2
N -1.7539 2.0174 -1.4267 0.0 0.0 0.0
C -2.9779 2.1983 -1.9461 0.0 0.0 0.0
C -3.8018 1.1913 -1.4886 0.0 0.0 0.0
C -2.9868 0.3910 -0.6820 -0.1 0.0 0.0
C -3.3624 -0.8360 0.0829 0.0 0.0 0.0
N -1.7512 0.9017 -0.6616 0.1 0.0 0.1
N -0.8614 4.1729 -2.2711 -0.1 -0.1 0.0
C -1.7302 5.0195 -1.6628 0.0 0.0 0.0
C -1.8036 6.1599 -2.4175 0.0 0.1 -0.1
C -0.9244 5.9269 -3.4986 0.0 0.1 0.0
C -0.6121 6.8288 -4.6507 0.0 0.0 0.0
N -0.3617 4.7355 -3.3997 0.0 0.0 0.1
H 3.3443 -1.0904 -3.3890 0.0 0.0 0.0
H 1.7980 -1.8897 -3.0949 0.0 0.0 0.0
H 2.6796 -1.1955 -1.7483 0.0 0.0 0.0
H 2.3576 0.9360 -5.0439 0.0 0.0 0.0
H 0.7545 3.0616 -4.3790 0.0 0.0 0.0
H 0.5223 5.1901 -0.3763 0.0 0.0 0.0
H 2.1107 4.7265 1.7921 0.0 0.0 0.0
H 3.2291 2.2826 2.6310 0.0 0.0 0.0
H 2.5423 0.8049 1.9362 0.0 0.0 0.0
H 1.7037 1.6505 3.2468 0.0 0.0 0.0
H -3.1883 3.0301 -2.5974 0.0 0.0 0.0
H -4.8480 1.0524 -1.7032 0.0 0.0 0.0
H -4.3564 -0.7162 0.5137 0.0 0.0 0.0
H -2.6484 -1.0412 0.8802 0.0 0.0 0.0
H -3.3766 -1.7115 -0.5669 0.0 0.0 0.0
H -2.2187 4.7498 -0.7395 0.0 0.0 0.0
H -2.3987 7.0379 -2.2289 0.0 0.0 0.0
H -1.0350 7.8187 -4.4874 0.0 0.0 0.0
H -1.0244 6.4320 -5.5792 0.0 0.0 0.0
H 0.4649 6.9289 -4.7821 0.0 0.0 0.0
C -1.8738 1.4047 2.5179 0.0 -0.1 0.0
C -0.9892 0.3167 3.0501 0.0 -0.1 0.0
C -1.0317 -0.0219 4.4036 0.0 0.0 0.0
C -0.1969 -0.9922 4.9050 0.0 0.0 0.0
C 0.7113 -1.6289 4.0534 0.0 -0.1 0.0
C 1.7156 -2.5736 4.4677 0.0 0.0 0.0
Br 1.7584 -3.1747 6.2453 0.0 0.0 0.0
C 2.7363 -2.9704 3.6093 0.0 0.0 0.0
C 2.7506 -2.5881 2.2948 0.0 0.0 0.0
Br 4.2515 -2.9408 1.2527 0.0 0.0 0.0
C 1.5827 -1.8872 1.6576 0.0 -0.1 0.1
O 1.9096 -1.0337 0.6981 0.0 0.1 -0.1
C 0.6749 -1.2596 2.7119 -0.1 0.2 -0.2
N -0.1548 -0.3323 2.2294 0.0 0.1 0.1
H -2.0428 2.1561 3.2882 0.0 0.0 0.0
H -2.8460 0.9983 2.2278 0.0 0.0 0.0
H -1.4339 1.8769 1.6449 0.0 0.0 0.0
H -1.7175 0.5029 5.0554 0.0 0.0 0.0
H -0.2166 -1.2455 5.9563 0.0 0.0 0.0
H 3.5541 -3.5606 3.9988 0.0 0.0 0.0
O 0.6232 -3.0049 1.1895 0.2 -0.1 0.0
S 0.5846 -3.5704 -0.2898 -0.1 0.1 0.2
O 1.8999 -3.6267 -0.8418 0.0 0.0 0.0
O -0.2052 -4.7570 -0.2059 0.0 0.1 0.0
S -0.5385 -2.1534 -1.2884 0.2 0.2 0.2
```
Forces are in eV/Å.

These are the Mulliken partial charges, in e, on atoms 1 to 4: Ir 3.241; C -1.331; C 0.885; C -1.822



- What is the formula in the second record?
  CH2NOP



Please write out number 3 again, unchanged.
C7H23NO4 | ωB97M-V/def2-TZVPD

Calculated values
**HOMO level**: -9.1641 eV
**Kohn-Sham gap**: 9.2023 eV
**Lowest unoccupied orbital energy**: 0.001 hartree
**SMILES string**: C=C(CC)C[C@@H](C)N.O.O.O.O

The geometry in XYZ format:
```
35
Properties=species:S:1:pos:R:3:forces:R:3
C -0.5422 0.7944 3.0494 1.2 -1.5 -0.3
C -1.2650 0.5604 1.7376 -1.7 0.7 0.9
C -0.3239 0.4778 0.5452 -0.3 -0.4 0.3
C -1.0978 0.3555 -0.7697 1.5 0.6 -0.1
C -1.1531 1.4815 -1.4797 -0.1 0.8 -0.3
C -1.5090 -0.9679 -1.3991 1.1 -0.7 0.8
C -0.9752 -2.2596 -0.6801 -2.2 1.1 0.2
N -2.3277 1.5980 1.6306 0.5 -1.7 0.6
H -1.2012 0.8036 3.9116 -0.1 0.6 -0.1
H 0.1110 -0.0764 3.2250 -0.1 0.0 0.0
H 0.1953 1.5890 2.9605 -0.4 0.7 0.4
H -1.8162 -0.3801 1.8778 0.2 -0.1 -0.4
H 0.3783 1.3226 0.5413 -0.5 0.2 -0.2
H 0.3495 -0.3382 0.7872 0.1 -0.5 -0.4
H -1.5881 1.6397 -2.4607 -0.2 -0.7 -0.1
H -0.7242 2.4199 -1.1351 0.0 -0.2 0.4
H -2.5872 -1.0921 -1.4634 0.0 0.4 -0.5
H -0.9948 -0.9209 -2.3575 -0.7 -0.2 -0.4
H -0.2934 -2.0043 0.1116 0.8 -0.4 -0.3
H -1.8368 -2.6439 -0.1231 0.1 -0.3 0.0
H -0.7265 -3.0246 -1.4074 0.6 0.1 0.1
H -2.9585 1.4032 0.8606 0.4 0.7 -0.1
H -1.8612 2.4799 1.6542 -0.3 0.9 -0.6
H 1.7609 3.3289 -0.7355 0.0 -0.3 0.1
H 0.8350 3.2311 0.4934 0.2 0.0 -0.1
O 1.2340 3.8528 -0.1211 -0.1 0.3 0.0
H 1.4418 0.9067 -1.4574 -0.2 -0.8 -0.1
H 3.0025 0.7542 -1.8018 -1.0 0.0 0.3
O 2.2732 1.3559 -1.5804 1.0 0.9 -0.1
H 1.6930 -3.1386 -0.0915 -0.6 -0.7 -0.3
H 0.7691 -4.3821 -0.4820 0.5 0.7 0.3
O 1.4228 -4.0416 0.1525 0.2 -0.1 0.1
H 3.5968 -2.0226 -0.6815 -0.3 -0.4 0.6
H 3.7101 -1.3525 -1.9355 -0.4 0.1 -0.6
O 3.0088 -1.7096 -1.3758 0.8 0.2 0.0
```
Forces are in eV/Å.

These are the Mulliken partial charges, in e, on atoms 1 to 4: C -1.508; C 0.476; C -0.529; C 0.275